This record from the OMol25 dataset describes a cluster of 2 separate species, C4H10N4 in total in a non-equilibrium geometry. The level of theory is the ωB97M-V functional and the def2-TZVPD basis.

The calculation puts the relative energy (zero: lowest compared OMol25 entry of this formula, charge and spin) at 100.9 kcal/mol. The calculation puts the strongest force on any atom at 0.05504 hartree/bohr. Its highest occupied orbital energy (alpha / beta) is -6.95 / -7.08 eV. Its multiplicity is 1.

Geometry (Å):
C -1.30134 0.79160 0.54903
C -0.82885 -0.98612 -0.95205
N -0.60234 0.28167 -0.45844
C 0.59848 0.95743 -0.87683
N 0.45528 2.32305 -0.90308
C 0.66936 -1.88462 1.94470
N -0.44056 -2.26596 1.51604
N 1.63975 0.27486 -1.08259
H -0.46623 2.72167 -0.95284
H 1.21433 2.87179 -1.27399
H 2.41202 0.81396 -1.46213
H -0.91198 1.62863 1.09857
H -2.08825 0.19617 0.97351
H -0.60957 -1.86270 0.34987
H -1.87173 -1.25198 -1.04277
H -0.19286 -1.26310 -1.77427
H 1.39470 -1.30734 1.34718
H 0.92978 -2.03899 3.00011